(1)
A single C3H5N3O molecule in a non-equilibrium geometry, computed with ωB97M-V with the def2-TZVPD basis set.

```
12
Properties=species:S:1:pos:R:3:mulliken_charge:R:1
O 1.590 -1.204 0.046 -0.437
N -1.087 0.989 0.126 -0.174
N 0.416 -0.576 -0.218 0.102
N 1.177 1.662 -0.069 -0.711
C 0.297 0.758 0.003 0.285
C -0.898 -1.204 -0.066 -0.395
C -1.802 -0.234 0.073 -0.287
H -2.900 -0.306 -0.160 0.293
H 1.536 -1.428 1.034 0.373
H 2.119 1.243 -0.056 0.252
H -1.604 1.974 0.075 0.302
H -0.995 -2.295 -0.197 0.397
```

- lowest unoccupied orbital energy (eV) = 0.65
- F_max (Eh/bohr) = 0.074
- structure (SMILES) = [H]/N=c1/[nH]ccn1O
- relative energy (zero: lowest compared OMol25 entry of this formula, charge and spin) (kJ/mol) = 336.82
- electronic energy (hartree) = -356.72909

***

(2)
A molecular structure, C18H32N8PtS2 in a non-equilibrium geometry, computed with ωB97M-V with the def2-TZVPD basis set.

```
61
Properties=species:S:1:pos:R:3:mulliken_charge:R:1
Pt 0.071 -0.018 -0.024 -0.014
S 0.138 2.018 1.714 -0.413
S 1.940 -1.989 -0.511 -0.426
N 1.663 2.645 -2.037 0.168
N 2.296 2.753 3.090 0.155
N -1.956 -0.550 0.652 -0.004
N 2.172 -2.734 -3.026 -0.408
N 1.913 0.593 3.171 -0.044
N 1.897 0.950 -0.472 0.181
N -0.765 -1.711 -1.337 -0.298
N 0.038 -2.185 -2.313 -0.326
C -0.151 1.427 -3.223 -0.973
C 2.278 4.116 2.640 -0.843
C -4.330 -1.620 1.632 -0.461
C 1.497 1.772 2.686 0.278
C 3.331 2.264 3.985 -0.541
C 3.063 2.799 -4.095 -0.999
C 2.991 0.768 4.135 -0.551
C -3.886 -1.945 0.362 -0.899
C 2.390 1.935 -1.178 0.944
C 3.849 2.236 -0.970 -1.692
C -2.817 -2.593 -2.387 -1.827
C 1.358 -2.329 -2.048 0.538
C 0.224 2.443 -2.142 -0.503
C 2.267 3.540 -3.023 -0.985
C -2.412 -0.217 1.856 0.211
C -2.675 -1.419 -0.094 0.980
C -3.574 -0.741 2.394 -0.846
C -2.049 -1.875 -1.327 0.763
H 1.838 -3.067 -3.918 0.191
H 3.837 0.124 3.887 0.300
H 1.453 4.087 -3.499 0.449
H 4.199 3.097 -1.527 0.404
H 3.143 -2.888 -2.807 0.245
H 2.651 0.523 5.146 0.320
H 1.771 4.171 1.679 0.254
H 3.293 2.811 4.931 0.356
H -5.243 -2.043 2.020 0.460
H 2.456 2.036 -4.574 0.284
H 0.386 0.492 -3.056 0.090
H -1.835 0.512 2.406 0.341
H 0.087 1.799 -4.217 0.416
H -0.356 -2.490 -3.201 0.226
H -0.239 3.409 -2.358 0.540
H -2.639 -3.667 -2.313 0.402
H 3.304 4.470 2.540 0.360
H -3.883 -2.418 -2.287 0.451
H 3.955 2.326 -3.696 0.310
H -0.157 2.101 -1.162 -0.071
H -4.458 -2.626 -0.249 0.307
H -3.886 -0.458 3.384 0.449
H 2.591 0.535 0.149 0.318
H 3.374 3.507 -4.857 0.424
H -1.220 1.238 -3.180 0.427
H 2.896 4.285 -2.527 0.483
H -2.527 -2.278 -3.389 0.494
H 1.747 4.767 3.338 0.312
H 4.023 2.419 0.090 0.375
H 4.319 2.427 3.539 0.342
H 4.444 1.369 -1.260 0.335
H 1.355 -0.246 3.137 0.240
```

- net charge = +2
- lowest unoccupied orbital energy (eV) = -6.64
- F_max (Eh/bohr) = 0.077
- relative energy (zero: lowest compared OMol25 entry of this formula, charge and spin) (kJ/mol) = 190.10
- electronic energy (hartree) = -2058.34845

***

| no. | HOMO (eV) |
| --- | --- |
| 1 | -7.79 |
| 2 | -13.20 |